Record 1
ORCA calculation (the ωB97M-V functional and the def2-TZVPD basis) on a molecular structure, C48H29N8RhS5Te.

Output
Energy relative to the best compared isomer or geometry (same formula, charge and spin)   4.048 eV
Maximum force   0.0128 hartree/bohr
E_tot   -4654.0675 Eh
2S+1   5
Charge   0
HOMO-LUMO gap (alpha / beta)   5.163 / 5.442 eV
HOMO energy (alpha / beta)   -5.7 / -7.7 eV

```
92
Properties=species:S:1:pos:R:3:forces:R:3
Te -1.5622 -1.3615 -0.5555 0.0 0.1 -0.4
Rh 0.5170 -0.0114 1.0755 -0.3 0.3 0.1
S -5.8479 3.1966 2.8582 0.0 0.0 0.1
S -1.2350 2.2026 -0.5659 0.0 0.1 -0.1
S -2.7305 5.0447 -1.7131 0.1 0.0 0.0
S -4.7232 4.5477 0.4623 0.0 -0.1 0.0
S -3.4225 2.1770 1.4857 -0.1 0.0 -0.1
N 1.2814 -1.8225 1.4732 -0.1 -0.6 -0.2
N 2.2105 2.3710 -0.6455 0.5 0.0 0.3
N 1.7479 0.0480 -0.5660 0.4 0.3 -0.3
N -0.1222 2.5981 3.0720 0.3 0.1 0.0
N 2.2064 -2.3427 -0.6743 -0.2 -0.3 -0.1
N 0.3511 -2.1205 3.6579 -0.2 -0.2 -0.1
N -0.4093 1.8097 0.8673 0.1 0.4 0.1
N -0.0698 0.1641 2.9913 0.3 -0.4 0.4
C -3.2838 4.0376 -0.3864 0.0 0.0 0.0
C -2.6859 2.9309 0.0861 0.0 -0.1 0.2
C -3.2914 -0.1350 -4.3653 0.0 0.0 0.1
C 1.1508 5.7358 -0.2404 0.0 -0.1 -0.1
C -2.2051 0.1908 -5.1638 0.1 0.1 0.0
C 1.6566 -2.6718 0.4699 0.3 0.4 0.1
C -0.0024 4.1946 1.3032 0.0 0.0 -0.2
C 1.4003 -4.0567 0.8842 -0.1 -0.1 0.1
C 0.0862 1.1670 5.0457 0.0 -0.1 0.0
C -1.8133 -0.5667 -2.5128 0.0 0.0 0.1
C -1.8124 -4.3739 -0.9021 0.0 0.0 0.1
C 3.9826 -1.4236 -3.0851 0.0 -0.1 0.0
C 4.0190 1.4117 -3.0935 0.0 0.0 0.0
C 0.5651 -0.7389 6.4784 0.0 -0.1 0.1
C 0.1909 -0.8071 3.9145 -0.2 0.2 -0.2
C -4.7312 3.3049 1.6745 0.1 0.0 0.0
C -0.0897 -4.6891 -3.0493 0.0 0.0 0.0
C 0.2059 2.0494 6.1129 0.0 0.1 0.0
C 0.8201 -3.9925 2.1479 0.0 -0.1 -0.1
C -1.6390 -5.6276 -1.4752 0.0 -0.1 0.1
C 0.5720 -6.3507 2.1591 0.0 0.0 0.0
C -1.1366 -3.2702 -1.4130 -0.1 0.0 0.3
C 2.3470 -1.0941 -1.0986 -0.1 0.1 0.0
C -0.2721 -3.4322 -2.4888 0.0 0.0 0.0
C -0.2091 2.7999 1.7754 -0.1 -0.1 0.0
C -0.0948 1.3804 3.6282 -0.3 0.1 -0.1
C 2.3307 1.1073 -1.1385 -0.3 -0.1 -0.1
C 0.6958 0.1437 7.5357 0.0 -0.1 0.0
C 4.7678 0.6833 -4.0033 0.0 0.1 0.0
C 3.2429 0.7037 -2.1823 0.0 0.1 -0.1
C -0.4489 6.5646 1.3657 0.0 0.1 0.0
C 0.5197 1.5238 7.3534 0.0 0.0 0.0
C 1.5394 3.3122 -0.3204 -0.2 0.0 -0.1
C -2.9289 3.9173 -3.1188 -0.1 0.1 0.1
C -0.6559 5.2771 1.8537 0.0 0.0 0.0
C 1.1657 -6.4163 0.8989 0.0 0.0 0.0
C 0.7574 -2.5663 2.5115 0.2 0.3 0.2
C -0.9223 0.1653 -4.6279 0.0 0.0 0.0
C 0.2589 -0.2114 5.2285 0.1 0.0 -0.1
C 4.7450 -0.7186 -4.0019 0.0 0.0 0.1
C -3.0984 -0.5122 -3.0394 0.0 0.0 -0.1
C -0.7268 -0.2058 -3.3045 0.1 0.1 0.1
C 0.4579 6.7800 0.3208 -0.1 0.0 0.0
C 0.3983 -5.1313 2.8070 0.0 0.1 0.1
C 3.2239 -0.6976 -2.1750 -0.1 0.0 0.1
C 1.5904 -5.2663 0.2445 0.1 0.1 -0.2
C -0.7778 -5.7889 -2.5497 0.1 0.0 0.0
C 0.9423 4.4143 0.2388 -0.2 -0.2 0.0
H 0.5926 -4.8027 -3.8839 0.0 0.0 0.0
H 3.9596 -2.5063 -3.0718 0.0 0.0 0.0
H -2.1858 3.1260 -3.0864 0.0 -0.1 -0.1
H -4.2953 -0.1119 -4.7741 0.1 0.0 0.0
H -0.0562 -5.0609 3.7878 0.0 0.0 0.0
H 1.2880 -7.3815 0.4217 0.0 0.0 0.0
H -3.9488 -0.7741 -2.4221 0.0 0.0 0.0
H 4.0445 2.4950 -3.0901 0.0 0.0 0.0
H -3.9343 3.5023 -3.1240 0.0 0.0 0.0
H 5.3425 -1.2558 -4.7276 0.0 0.0 0.0
H 0.9457 -0.2336 8.5196 0.0 0.0 0.0
H -0.9873 7.4003 1.7951 0.0 -0.1 0.0
H -2.3561 0.4766 -6.1980 0.0 0.0 0.0
H 5.3784 1.2054 -4.7298 0.0 0.0 0.0
H 0.2766 -0.2012 -2.8891 -0.1 0.0 0.0
H 0.6156 7.7836 -0.0548 0.0 0.0 0.0
H -2.7799 4.5240 -4.0128 0.0 -0.1 0.0
H -0.0670 0.4302 -5.2386 0.0 0.0 0.0
H -1.3565 5.0939 2.6613 0.0 0.0 0.0
H 1.8618 5.9028 -1.0397 0.0 0.0 0.0
H 0.7066 -1.8048 6.6100 0.0 0.0 0.0
H 0.6535 2.1894 8.1975 -0.1 0.0 0.0
H -2.1833 -6.4782 -1.0801 0.0 0.1 0.0
H 2.0386 -5.3021 -0.7421 0.0 0.0 0.1
H 0.2644 -2.5910 -2.9037 0.0 0.0 0.0
H -2.4844 -4.2593 -0.0580 0.0 0.0 -0.1
H 0.0675 3.1137 5.9648 0.1 0.0 0.0
H 0.2377 -7.2640 2.6370 0.0 0.0 0.0
H -0.6374 -6.7675 -2.9935 0.0 0.0 0.0
```
Forces are in eV/Å.

***

Record 2
ORCA calculation (the ωB97M-V functional and the def2-TZVPD basis) on a molecular structure, C48H30ClF5N4O4PSSeSn.

Output
Energy relative to the best compared isomer or geometry (same formula, charge and spin)   0.000 eV
Maximum force   0.0119 hartree/bohr
E_tot   -6682.0330 Eh
2S+1   1
Charge   -1
HOMO-LUMO gap   5.889 eV
HOMO energy   -4.9 eV

```
96
Properties=species:S:1:pos:R:3:forces:R:3
Sn -0.0534 -0.7640 -1.5714 -0.2 0.1 0.2
Se -2.0976 0.4127 -3.0501 0.1 0.0 0.1
Cl -3.6879 2.5095 0.5999 0.0 0.0 -0.1
S 2.0395 2.1503 -1.1225 -0.4 -0.1 -0.1
P 0.3464 2.7147 1.6849 -0.2 0.4 0.4
F 1.9047 -5.1562 1.6433 0.0 0.0 0.0
F 5.1137 -2.4234 3.7433 0.0 0.0 0.0
F 0.4967 -2.9837 0.9207 0.0 0.0 0.0
F 4.2294 -4.9214 3.0632 0.0 0.0 0.0
F 3.7383 -0.2276 3.0354 0.0 0.1 0.0
O 2.4839 3.2274 -1.9730 0.1 0.1 0.0
O 2.3448 0.8177 -1.6236 0.0 0.0 -0.1
O 1.3805 -0.4558 1.5962 0.0 0.1 0.3
O 0.6409 2.2928 -0.6747 0.1 -0.3 0.0
N -1.4398 -2.5541 -1.7816 0.1 0.0 -0.1
N -1.8511 3.3393 -2.4769 0.0 0.0 0.0
N 0.6768 -1.5998 -3.4934 0.2 0.0 0.0
N -2.4868 -8.2413 -8.6264 0.0 0.0 0.0
C -2.2113 -7.4427 -7.8469 0.0 0.0 0.0
C -1.8670 -6.4432 -6.8708 0.0 0.0 0.0
C -0.4038 3.7741 5.6380 0.0 0.0 0.0
C -1.2420 6.6883 0.0554 0.0 0.0 0.0
C -2.8344 -0.0341 4.2068 0.0 0.0 0.0
C -3.0525 -4.0204 -1.1768 0.0 0.0 0.0
C -1.8991 2.2036 -2.6811 0.0 -0.1 0.0
C -1.9998 1.1173 2.2323 0.1 0.0 0.1
C 2.3534 -3.9353 1.9848 0.0 0.0 0.0
C -2.2931 -2.8824 -0.8243 0.0 0.0 0.0
C 0.0104 6.2308 -0.3264 0.0 0.0 0.0
C 0.4982 5.0348 0.1747 0.0 0.1 0.0
C -0.3551 3.8260 4.2490 0.0 0.1 0.0
C -0.8573 1.3614 1.2868 0.2 0.0 -0.2
C 2.0444 -1.4882 1.9386 -0.1 0.0 -0.1
C 3.2556 -1.4378 2.6757 0.0 0.0 0.0
C 0.1385 2.6950 6.3160 0.0 0.0 0.0
C -1.2031 -4.5142 -4.9891 0.0 0.0 0.0
C -4.3272 1.3140 2.9076 0.0 0.0 0.0
C 1.6427 -2.8118 1.6200 0.0 0.0 0.0
C -2.3751 -4.3938 -5.7296 0.0 0.0 0.0
C 1.8760 -1.5991 -5.4090 0.0 0.0 0.0
C -0.6948 -6.5726 -6.1298 0.0 0.0 0.0
C -1.6035 -3.4740 -2.8067 -0.1 0.1 0.0
C 0.7812 1.7141 4.2170 -0.1 -0.1 0.0
C 0.1986 -2.6192 -4.3086 -0.1 0.0 0.0
C 4.2800 2.4051 0.3802 0.0 0.0 0.0
C -0.2654 4.2951 1.0731 0.0 0.1 -0.1
C 4.2960 3.2535 2.6135 0.0 0.0 0.0
C 2.8952 2.3893 0.4057 0.0 0.0 0.0
C -2.7081 -5.3507 -6.6721 0.0 0.0 0.0
C 3.9714 -2.5574 3.0450 0.0 0.0 0.0
C 2.9130 3.2094 2.6459 0.0 -0.1 0.1
C 3.5302 -3.8241 2.7048 0.0 0.0 0.0
C 0.2214 2.7905 3.5239 -0.1 0.0 -0.1
C -2.0138 5.9443 0.9355 0.0 0.0 0.0
C -1.8153 0.2591 3.3195 0.0 0.0 0.0
C -2.6188 -4.3943 -2.4273 0.0 0.0 0.0
C -3.2933 1.5954 2.0229 0.0 0.0 0.0
C -1.5290 4.7488 1.4409 0.0 0.0 0.0
C 0.9506 -2.6120 -5.5134 0.0 0.0 0.0
C -4.0947 0.5139 4.0118 0.0 0.0 0.0
C -0.8515 -3.4753 -3.9796 0.1 0.0 0.0
C -0.3661 -5.6062 -5.1954 0.0 0.0 0.0
C 0.7415 1.6687 5.5996 0.0 -0.1 0.0
C 2.1851 2.7359 1.5518 0.0 -0.2 -0.2
C 4.9866 2.8192 1.4938 0.0 0.0 0.0
C 1.6687 -1.0032 -4.1479 0.0 0.0 0.0
H -2.1509 4.1643 2.1055 0.0 0.0 0.0
H 6.0689 2.8261 1.4820 0.0 0.0 0.0
H -1.2030 1.5912 0.2825 0.0 0.1 0.0
H 2.1943 -0.1704 -3.7007 0.0 0.0 0.0
H -2.9564 -5.2344 -3.0133 0.0 0.0 0.0
H -0.7507 4.6983 3.7488 0.0 0.0 0.0
H 0.6042 6.7880 -1.0385 0.0 0.0 0.0
H 4.7892 2.1147 -0.5295 0.0 0.0 0.0
H -3.0032 6.2808 1.2173 0.0 0.0 0.0
H 2.4110 3.5299 3.5459 0.1 0.0 0.0
H -5.3111 1.7141 2.7044 0.0 0.0 0.0
H 0.5432 -5.6945 -4.6153 0.0 0.0 0.0
H 0.1034 2.6584 7.3977 0.0 0.0 0.0
H -0.8431 -0.1979 3.4449 0.0 0.0 0.0
H -3.8095 -4.4912 -0.5716 0.0 0.0 0.0
H -2.6455 -0.6974 5.0409 0.0 0.0 0.0
H -1.6267 7.6156 -0.3498 0.0 0.0 0.0
H -3.6142 -5.2571 -7.2549 0.0 0.0 0.0
H -0.8600 4.5897 6.1850 0.0 0.0 0.0
H 1.1873 0.8282 6.1170 0.0 0.0 0.0
H 0.8080 -3.2835 -6.3450 0.0 0.0 0.0
H 2.6135 -1.3017 -6.1359 0.0 0.0 0.0
H -2.3473 -2.3049 0.0893 0.0 0.0 0.0
H -0.2173 0.4751 1.2522 0.0 -0.1 -0.1
H -0.0501 -7.4261 -6.2893 0.0 0.0 0.0
H -3.0204 -3.5406 -5.5650 0.0 0.0 0.0
H 1.4571 4.6681 -0.1677 -0.1 0.1 0.0
H 1.2564 0.9170 3.6536 0.1 -0.1 0.0
H -4.9033 0.2969 4.6980 0.0 0.0 0.0
H 4.8338 3.6104 3.4822 0.0 0.0 0.0
```
Forces are in eV/Å.